Entry 1:
{
  "formula": "C6H14Cl",
  "method": "ωB97M-V/def2-TZVPD",
  "species": ["H", "H", "C", "H", "H", "H", "C", "H", "H", "H", "H", "C", "C", "H", "C", "C", "Cl", "H", "H", "H", "H"],
  "xyz": [[-0.68788, 1.32757, -2.62808], [0.37997, -0.87390, 1.76646], [0.70951, 1.81170, 0.25180], [2.82564, -1.92751, -0.27736], [-0.12339, -0.17123, -2.00891], [-0.34734, -1.94864, -0.42598], [-0.46496, 1.13094, -0.35925], [-2.19055, 0.25046, 0.57884], [-0.37571, 0.57315, 2.35696], [-1.92297, -2.00610, 0.04553], [-1.53493, -1.22534, -1.42875], [-1.23902, -1.34544, -0.41614], [-0.55735, -0.30705, 1.72880], [1.09147, 1.24399, 1.11039], [-1.13887, -0.00696, 0.36121], [-0.10633, 0.89666, -1.79718], [3.71531, -2.24752, 0.60662], [0.96364, 1.12930, -1.97193], [0.65479, 2.83916, 0.64358], [-1.20713, -0.96531, 2.33464], [1.55612, 1.82209, -0.47125]],
  "atomic_forces_ev_per_a": [[-0.1, 0.2, 0.5], [0.2, 0.2, -0.6], [1.5, 0.4, 1.1], [0.3, -0.1, 0.3], [-0.1, -0.1, -0.1], [0.9, 0.2, 0.0], [1.4, -0.4, -1.0], [0.1, 0.2, -0.3], [-0.2, 0.0, -0.2], [-1.1, -0.5, 0.7], [-0.5, 0.1, -0.8], [0.4, 0.6, 0.4], [0.1, -0.5, 1.7], [-0.1, 0.1, -0.1], [-0.7, -0.7, 0.4], [0.3, -0.7, -1.3], [-0.3, 0.1, -0.3], [-0.8, 0.3, -0.2], [-0.6, -0.1, -0.3], [-0.2, 0.3, -0.4], [-0.6, 0.2, 0.6]],
  "lowdin_charge": [0.086, 0.076, -0.098, -0.257, 0.047, 0.074, -0.215, 0.137, 0.077, 0.065, 0.056, -0.082, -0.112, 0.059, -0.380, -0.096, 0.255, 0.068, 0.084, 0.085, 0.070],
  "lumo_energy_ev": [0.76, 0.54],
  "molar_mass_da": 121.63,
  "orbital_gap_ha": [0.30678, 0.42796],
  "total_energy_ev": -18969.112,
  "spin_multiplicity": 2,
  "s2": 0.75
}

***

Entry 2:
{
  "formula": "C2H4BNO2",
  "method": "ωB97M-V/def2-TZVPD",
  "species": ["C", "B", "H", "O", "H", "C", "H", "H", "N", "O"],
  "xyz": [[1.38428, -0.59095, 0.32319], [-0.11832, -0.12044, -0.04709], [1.90289, -0.48149, 1.29395], [-0.30278, -0.25510, -1.42197], [2.10241, -0.45960, -0.40749], [-0.24193, 1.61663, 0.39134], [-1.12683, -0.62506, -1.55969], [-1.87014, -1.03738, 0.25426], [-0.64601, 2.68372, 0.43517], [-1.08357, -0.73033, 0.73833]],
  "atomic_forces_ev_per_a": [[-0.4, 3.1, 2.4], [-1.0, 0.1, 0.1], [-0.6, -0.8, 0.0], [2.5, 1.1, -0.7], [1.6, -0.4, -2.0], [1.7, -2.6, -0.6], [-2.5, -1.0, -0.9], [0.6, 0.4, 0.5], [-0.4, 1.3, 0.2], [-1.5, -1.2, 1.0]],
  "lowdin_charge": [0.513, -1.042, 0.104, 0.106, 0.061, -0.068, 0.051, 0.109, 0.091, 0.076],
  "lumo_energy_ev": [-3.69, -3.69],
  "molar_mass_da": 84.87,
  "orbital_gap_ha": [0.25629, 0.25619],
  "total_energy_ev": -8397.869
}

***

Entry 3:
{
  "formula": "C5H14N2",
  "method": "ωB97M-V/def2-TZVPD",
  "species": ["H", "C", "C", "H", "C", "H", "H", "H", "N", "C", "H", "H", "N", "C", "H", "H", "H", "H", "H", "H", "H"],
  "xyz": [[-2.71262, 0.22477, -1.57908], [0.41846, 0.67292, 0.35846], [-2.15523, -0.70826, 0.96890], [-2.71814, -1.48300, 0.42937], [-2.16845, 0.88318, -0.88682], [-1.47903, -1.20994, 1.66419], [3.48989, -1.29314, -0.39070], [2.46806, 0.84330, -1.26669], [-1.39563, 0.12304, 0.06700], [0.11971, -0.47665, -0.45189], [-1.50336, 1.51698, -1.47627], [-2.86933, -0.11094, 1.54753], [2.15540, 0.39217, -0.41330], [3.14367, -0.44002, 0.21812], [0.27878, 1.70657, 0.07801], [4.03628, 0.12730, 0.52644], [0.67356, 0.49847, 1.39493], [0.12759, -0.45612, -1.53461], [0.25837, -1.44767, 0.00299], [2.72846, -0.89414, 1.12886], [-2.89647, 1.53118, -0.38545]],
  "atomic_forces_ev_per_a": [[-0.1, 0.1, -0.1], [4.5, -0.3, -1.6], [-0.1, -0.1, -0.3], [-0.1, -0.1, 0.1], [0.1, -0.4, -0.1], [0.0, 0.1, 0.0], [0.0, 0.1, -0.1], [-0.2, 0.2, 0.3], [0.0, -1.2, 0.1], [-4.2, 1.5, 0.7], [0.0, 0.0, 0.0], [0.1, 0.0, 0.0], [-0.2, 0.1, 0.8], [0.2, 0.3, 0.1], [-0.2, -0.2, -0.3], [0.1, -0.2, 0.1], [-0.3, 0.0, 0.1], [0.1, 0.2, 0.2], [0.2, 0.0, -0.1], [0.0, 0.1, 0.0], [0.1, -0.1, 0.0]],
  "lowdin_charge": [0.083, -0.084, -0.116, 0.081, -0.113, 0.080, 0.057, 0.046, -0.297, -0.092, 0.081, 0.082, -0.176, -0.252, 0.100, 0.052, 0.107, 0.108, 0.111, 0.058, 0.085],
  "lumo_energy_ev": 0.89,
  "molar_mass_da": 102.18,
  "orbital_gap_ha": 0.28368,
  "total_energy_ev": -8387.210
}

***

Entry 4:
{
  "formula": "C5H11NO",
  "method": "ωB97M-V/def2-TZVPD",
  "species": ["C", "H", "H", "H", "H", "H", "O", "H", "H", "H", "N", "H", "C", "C", "C", "C", "H", "H"],
  "xyz": [[-0.11377, 1.69058, -0.11878], [0.20760, 3.69226, 0.31958], [0.79900, -0.04262, 3.01187], [1.50479, 2.86792, -0.77444], [-2.19976, -1.61753, -0.64794], [1.46444, 0.32057, -0.61483], [0.32005, -0.66017, 2.45700], [-1.18858, 1.74654, 0.05239], [0.45872, -0.34852, 1.54632], [-2.20656, 0.00283, -0.26609], [-1.69077, -0.75157, -0.69145], [-0.10175, -2.82975, -0.10634], [-0.31838, -0.76838, -0.62396], [0.35202, -2.10786, -0.72683], [0.55966, 2.84259, -0.24894], [0.39385, 0.37002, -0.44801], [1.36330, -1.94621, -0.36210], [0.39612, -2.46069, -1.75743]],
  "atomic_forces_ev_per_a": [[-0.5, -0.1, -1.3], [-0.1, 0.4, -0.7], [0.1, 0.1, 0.1], [0.3, 0.1, 0.4], [0.2, -0.1, 0.1], [0.1, -0.2, 0.3], [0.0, -0.2, -0.1], [0.2, 0.1, 0.9], [0.0, 0.0, 0.2], [0.2, 0.1, -0.2], [-0.5, -0.3, 0.1], [-0.7, -0.8, 0.7], [-0.4, 0.4, 0.2], [0.9, 1.3, -0.8], [-0.2, -0.6, 0.7], [0.5, 0.1, -0.5], [0.1, -0.3, -0.1], [-0.1, -0.1, 0.0]],
  "lowdin_charge": [-0.202, 0.046, 0.031, 0.052, 0.094, 0.114, -0.067, 0.091, -0.016, 0.087, 0.122, 0.068, -0.406, -0.028, -0.006, -0.149, 0.082, 0.088],
  "lumo_energy_ev": 0.98,
  "molar_mass_da": 101.15,
  "orbital_gap_ha": 0.32016,
  "total_energy_ev": -8899.858
}